Record 1
Formula: C2F6O6S2Sn
Source: the Open Molecules 2025 dataset
Level of theory: ωB97M-V/def2-TZVPD

Highest occupied orbital energy   -9.09 eV
Energy above the lowest of the compared OMol25 structures with the same formula, charge and spin   115.6 kcal/mol
Orbital gap   2.15 eV
2S+1   1
Lowest unoccupied orbital energy   -6.938 eV
Calculated total energy   -58155.5872 eV

Each line ends with the natural charge from an NBO analysis.
Element x y z (Å)
Sn -1.65 0.63 -4.07  1.16
C -0.11 5.49 0.58  0.74
F 0.67 6.55 0.71  -0.29
F -1.00 5.37 1.63  -0.32
F -0.77 5.59 -0.62  -0.34
S 0.83 3.83 0.50  2.26
O 1.92 4.01 -0.42  -0.89
O 1.32 3.58 1.87  -0.85
O -0.14 2.85 -0.03  -0.89
C 0.74 -4.83 0.32  0.72
F 0.92 -4.52 1.63  -0.33
F 1.51 -3.99 -0.33  -0.33
F 1.23 -6.03 0.13  -0.31
S -1.11 -4.65 -0.35  2.30
O -1.42 -5.97 -0.78  -0.88
O -1.85 -4.16 0.75  -0.88
O -1.09 -3.75 -1.49  -0.89

---

Record 2
Formula: C44H38F6KN8O7PS3
Source: the Open Molecules 2025 dataset
Level of theory: ωB97M-V/def2-TZVPD

Charge   -2
Highest occupied orbital energy   -2.78 eV
Energy above the lowest of the compared OMol25 structures with the same formula, charge and spin   42.6 kcal/mol
Orbital gap   6.66 eV
2S+1   1
Lowest unoccupied orbital energy   3.880 eV
Calculated total energy   -146926.6543 eV

Each line ends with the Löwdin charge.
Element x y z (Å)
K 0.25 -0.50 0.53  0.69
C -4.00 -1.46 -1.13  -0.09
C -5.00 -0.99 -0.27  -0.09
C -4.65 -0.48 0.95  -0.03
C -3.29 -0.41 1.34  -0.33
N -2.34 -0.82 0.49  0.07
C -2.70 -1.34 -0.69  -0.18
N -3.06 0.03 2.63  0.15
C -1.92 0.23 3.22  -0.32
N -0.64 0.34 2.76  0.08
C 0.18 0.53 3.84  -0.30
N 1.46 0.71 3.96  0.15
C 2.47 0.48 3.02  -0.32
C 3.69 1.11 3.26  -0.04
C 4.78 0.82 2.45  -0.08
C 4.65 -0.09 1.42  -0.04
C 3.40 -0.66 1.24  -0.43
N 2.35 -0.40 2.01  0.13
C -0.64 0.61 5.09  -0.10
C -0.30 0.81 6.42  -0.02
C -1.33 0.83 7.35  -0.10
C -2.66 0.66 6.95  -0.10
C -2.98 0.46 5.61  -0.02
C -1.95 0.44 4.70  -0.11
H -4.22 -1.89 -2.10  0.10
H -6.04 -1.05 -0.56  0.09
H -5.39 -0.13 1.66  0.10
H -1.88 -1.68 -1.33  0.07
H 3.76 1.80 4.09  0.10
H 5.73 1.31 2.62  0.10
H 5.46 -0.34 0.74  0.11
H 2.32 -1.87 0.26  0.06
H 0.74 0.93 6.70  0.10
H -1.11 0.97 8.40  0.09
H -3.45 0.68 7.70  0.09
H -4.00 0.31 5.28  0.10
O 3.17 2.58 -1.79  -0.51
S 2.95 1.20 -1.27  0.77
O 1.48 0.89 -1.06  -0.72
O 3.23 -1.53 0.21  0.04
C 3.17 0.17 -2.75  -0.34
C 4.44 0.18 -3.31  -0.09
C 4.70 -0.54 -4.47  -0.10
C 3.68 -1.28 -5.05  -0.10
C 2.41 -1.29 -4.49  -0.08
C 2.13 -0.58 -3.31  -0.29
P 0.43 -0.58 -2.54  1.09
C -0.36 -1.90 -3.62  -0.37
C -1.10 -1.74 -4.79  -0.10
C -1.73 -2.81 -5.41  -0.10
C -1.63 -4.09 -4.87  -0.11
C -0.89 -4.28 -3.71  -0.08
C -0.27 -3.20 -3.09  -0.11
C -0.35 0.91 -3.30  -0.33
C 0.39 1.98 -3.79  -0.08
C -0.24 3.12 -4.27  -0.09
C -1.63 3.21 -4.26  -0.11
C -2.38 2.15 -3.76  -0.10
C -1.74 1.02 -3.28  -0.11
H 5.22 0.77 -2.85  0.11
H 5.69 -0.53 -4.91  0.09
H 3.86 -1.84 -5.96  0.09
H 1.63 -1.87 -4.96  0.09
H -1.19 -0.75 -5.23  0.10
H -2.31 -2.65 -6.31  0.09
H -2.13 -4.93 -5.34  0.09
H -0.81 -5.26 -3.26  0.10
H 0.27 -3.36 -2.16  0.10
H 1.47 1.96 -3.76  0.10
H 0.35 3.95 -4.63  0.10
H -2.12 4.10 -4.63  0.09
H -3.46 2.21 -3.73  0.10
H -2.34 0.21 -2.87  0.09
C 1.04 3.37 1.18  -0.14
C 1.04 4.93 1.22  -0.15
N -0.26 5.45 0.76  -0.17
C -1.31 4.92 1.65  -0.17
C -1.29 3.37 1.65  -0.16
N -0.26 2.89 0.73  -0.15
C -0.52 3.40 -0.61  -0.15
C -0.51 4.95 -0.60  -0.16
H 1.24 2.95 2.17  0.11
H 1.80 3.00 0.49  0.09
H 1.81 5.34 0.57  0.11
H 1.21 5.31 2.23  0.10
H -2.27 5.31 1.30  0.10
H -1.13 5.32 2.65  0.10
H -2.25 2.96 1.33  0.11
H -1.08 2.97 2.64  0.10
H -1.48 3.00 -0.96  0.11
H 0.26 3.00 -1.27  0.09
H -1.47 5.36 -0.93  0.10
H 0.27 5.35 -1.25  0.11
F -3.24 -3.66 1.33  0.14
C -2.11 -4.30 1.04  -0.66
F -1.93 -4.27 -0.28  0.13
F -2.25 -5.57 1.42  0.13
S -0.68 -3.48 1.92  0.61
O 0.09 -2.81 0.88  -0.44
O -1.29 -2.71 2.95  -0.25
N 0.10 -4.69 2.60  -0.30
S 1.01 -5.70 1.80  0.58
O 1.31 -6.80 2.67  -0.30
O 0.58 -5.96 0.45  -0.30
C 2.66 -4.84 1.60  -0.66
F 3.64 -5.69 1.90  0.12
F 2.76 -3.79 2.40  0.14
F 2.83 -4.43 0.34  0.13

---

Record 3
Formula: C9H16N5
Source: the Open Molecules 2025 dataset
Level of theory: ωB97M-V/def2-TZVPD

Charge   +1
Highest occupied orbital energy (spin up / spin down)   -9.14 / -13.01 eV
<S²>   2.0254
Energy above the lowest of the compared OMol25 structures with the same formula, charge and spin   3.1 kcal/mol
Orbital gap (spin up / spin down)   5.11 / 8.07 eV
2S+1   3
Lowest unoccupied orbital energy (spin up / spin down)   -4.030 / -4.946 eV
Calculated total energy   -17030.8585 eV

Each line ends with the natural charge from an NBO analysis.
Element x y z (Å)
C 1.03 -2.62 0.41  0.34
C 2.10 -0.57 0.14  0.30
C 1.19 2.77 0.81  -0.17
C 2.73 1.42 -0.56  -0.10
C 1.17 0.40 0.77  0.01
C -0.75 -0.92 -0.19  0.52
C -0.17 -0.66 -1.64  -0.66
C -2.65 -0.73 1.21  -0.44
C -2.28 0.85 -0.68  -0.41
N 2.06 -1.91 0.29  -0.44
N 2.96 0.05 -0.69  -0.33
N -0.32 -2.13 0.32  -0.66
N 1.60 1.61 0.41  -0.41
N -1.87 -0.31 0.13  -0.36
H 1.10 -3.73 0.59  0.22
H 0.62 2.89 1.74  0.19
H 1.86 3.55 0.59  0.19
H 3.76 1.70 -0.21  0.25
H 2.54 1.96 -1.53  0.23
H 0.50 0.28 1.59  0.23
H 0.89 -0.74 -1.81  0.26
H -0.44 0.26 -2.02  0.22
H -0.78 -1.34 -2.28  0.24
H -3.22 -0.08 1.90  0.26
H -3.60 -1.40 0.85  0.22
H -1.95 -1.33 1.78  0.21
H -3.34 1.11 -0.47  0.24
H -1.58 1.61 -0.43  0.21
H -2.19 0.79 -1.72  0.22
H -0.96 -2.78 0.71  0.42

---

Record 4
Formula: C9H6ClNO
Source: the Open Molecules 2025 dataset
Level of theory: ωB97M-V/def2-TZVPD

Highest occupied orbital energy   -8.83 eV
Energy above the lowest of the compared OMol25 structures with the same formula, charge and spin   0.0 kcal/mol
Orbital gap   9.02 eV
SMILES   Clc1ccc(-c2ccno2)cc1
2S+1   1
Lowest unoccupied orbital energy   0.191 eV
Calculated total energy   -25488.8469 eV

Each line ends with the natural charge from an NBO analysis.
Element x y z (Å)
C -0.98 -2.69 0.11  -0.03
C -1.95 -1.67 0.01  -0.23
C -1.49 -0.35 -0.06  -0.16
C -0.14 -0.05 0.04  -0.12
C 0.80 -1.07 0.14  -0.15
C 0.41 -2.41 0.18  -0.23
C 0.35 1.35 -0.04  0.33
C 1.59 1.97 0.02  -0.37
C 1.28 3.31 -0.33  -0.03
H -3.00 -2.01 0.11  0.24
H -2.23 0.41 -0.12  0.23
H 1.89 -0.82 0.22  0.22
H 1.07 -3.26 0.28  0.23
H 2.58 1.61 0.20  0.24
H 1.94 4.17 -0.35  0.22
N -0.01 3.53 -0.45  -0.12
O -0.55 2.28 -0.27  -0.28
Cl -1.56 -4.31 0.31  0.01

---

Record 5
Formula: C4H11N2O
Source: the Open Molecules 2025 dataset
Level of theory: ωB97M-V/def2-TZVPD

Charge   +1
Highest occupied orbital energy   -13.05 eV
Energy above the lowest of the compared OMol25 structures with the same formula, charge and spin   66.7 kcal/mol
Orbital gap   9.22 eV
SMILES   CNC/[NH+]=C(/C)O
2S+1   1
Lowest unoccupied orbital energy   -3.837 eV
Calculated total energy   -9345.9628 eV

Each line ends with the natural charge from an NBO analysis.
Element x y z (Å)
C -0.64 0.79 0.47  -0.09
C 1.73 0.05 0.03  0.74
C 2.67 -1.09 -0.07  -0.69
C -2.73 -0.29 -0.14  -0.40
N 0.46 -0.20 0.31  -0.52
N -1.68 0.66 -0.42  -0.64
O 2.10 1.28 -0.23  -0.61
H -1.11 0.66 1.56  0.22
H -0.36 1.90 0.43  0.22
H 3.36 -0.97 -0.80  0.27
H 2.17 -1.91 -0.51  0.26
H 2.99 -1.32 1.05  0.29
H -2.46 -1.15 -0.68  0.18
H -2.63 -0.62 0.80  0.19
H -3.66 0.07 -0.49  0.23
H 0.08 -1.14 0.38  0.44
H -1.80 1.32 -1.12  0.40
H 1.49 1.94 -0.57  0.53

---

Record 6
Formula: C3H2Br2I2
Source: the Open Molecules 2025 dataset
Level of theory: ωB97M-V/def2-TZVPD

Highest occupied orbital energy (spin up / spin down)   -8.54 / -8.54 eV
Energy above the lowest of the compared OMol25 structures with the same formula, charge and spin   32.1 kcal/mol
Orbital gap (spin up / spin down)   6.63 / 6.63 eV
2S+1   1
Lowest unoccupied orbital energy (spin up / spin down)   -1.908 / -1.909 eV
Calculated total energy   -159422.8113 eV

Each line ends with the natural charge from an NBO analysis.
Element x y z (Å)
C -0.21 0.66 0.61  -0.10
C 1.87 -0.53 -0.23  -0.42
C -1.31 0.00 -0.03  -0.60
Br 3.28 0.02 0.87  0.15
Br -2.77 0.81 -1.28  -0.15
I 0.18 2.62 0.32  0.31
I 1.59 -2.56 -0.25  0.25
H -0.76 -0.68 -0.76  0.31
H -1.87 -0.34 0.75  0.26